No. 1
DFT (the ωB97M-V functional and the def2-TZVPD basis) results for the ion CH4BrClOP with charge +1 at a distorted geometry.

Each line ends with the natural charge from an NBO analysis.
Atoms and positions in Å:
C (-0.1028, 0.1035, -0.7826)  -0.8801
O (1.1245, 0.8991, 2.0686)  -0.8083
P (1.4967, 0.5568, 0.0413)  1.3220
Cl (2.1851, 2.3533, -0.3952)  -0.0590
Br (2.9748, -0.9664, 0.0488)  0.0802
H (-0.1711, -0.9412, -0.8864)  0.2887
H (-0.2293, 0.5085, -1.7662)  0.2984
H (-0.6989, 0.5416, -0.1046)  0.2710
H (2.0737, 1.1435, 2.3343)  0.4870

Properties
Net charge ... +1
Relative energy (zero: lowest compared OMol25 entry of this formula, charge and spin) ... 2.271 eV
Largest force on an atom ... 5.24 eV Å⁻¹
Spin multiplicity ... 1

No. 2
DFT (the ωB97M-V functional and the def2-TZVPD basis) results for a cluster of 2 separate species, CH4BrClSi in total at a distorted geometry.

Each line ends with the natural charge from an NBO analysis.
Atoms and positions in Å:
C (2.4970, 0.8345, 1.4885)  -0.2928
Si (-1.4399, -0.4838, -1.3299)  0.8691
Cl (0.1530, -0.4166, -0.1855)  -0.3583
Br (1.3464, 1.3595, 2.7707)  0.1616
H (3.1306, -0.1420, 1.8472)  0.1257
H (-1.4647, 0.9448, -2.0124)  -0.1522
H (-2.4166, -0.4526, -0.3635)  -0.2036
H (-1.8058, -1.6438, -2.2150)  -0.1496

Properties
Net charge ... 0
Relative energy (zero: lowest compared OMol25 entry of this formula, charge and spin) ... 5.466 eV
Largest force on an atom ... 3.33 eV Å⁻¹
Spin multiplicity ... 1

No. 3
DFT (the ωB97M-V functional and the def2-TZVPD basis) results for a cluster of 2 separate species, CH4BrFSi in total at a distorted geometry.

Each line ends with the natural charge from an NBO analysis.
Atoms and positions in Å:
C (0.4935, -0.5482, -0.7995)  -1.1086
F (-2.4768, 1.0334, -0.6081)  -0.8232
Si (-0.0735, -0.0602, 0.9538)  1.4690
Br (0.8266, 1.6603, 1.9035)  -0.2230
H (-0.0562, 0.0245, -1.5383)  0.3287
H (1.4837, -0.0911, -0.8158)  0.2518
H (0.6819, -1.5727, -1.0933)  0.2740
H (-0.8791, -0.4461, 1.9977)  -0.1687

Properties
Net charge ... 0
Relative energy (zero: lowest compared OMol25 entry of this formula, charge and spin) ... 5.359 eV
Largest force on an atom ... 4.14 eV Å⁻¹
Spin multiplicity ... 1

No. 4
DFT (the ωB97M-V functional and the def2-TZVPD basis) results for the ion CH4BrN2 with charge +1 at a distorted geometry.

Each line ends with the natural charge from an NBO analysis.
Atoms and positions in Å:
N (-0.5993, -0.9523, 0.0128)  -0.6998
C (-0.4439, 0.3065, -0.1376)  0.3716
N (0.7074, 0.9147, 0.1154)  -0.6103
Br (2.3297, -0.1268, -0.0372)  0.3408
H (-1.5719, -1.4948, -0.0488)  0.4831
H (0.2065, -1.3126, 0.5407)  0.4265
H (-1.3666, 0.7797, -0.4914)  0.2487
H (0.7381, 1.8857, 0.0462)  0.4394

Properties
SMILES string ... [NH2+]=CNBr
Net charge ... +1
Relative energy (zero: lowest compared OMol25 entry of this formula, charge and spin) ... 1.603 eV
Largest force on an atom ... 3.58 eV Å⁻¹
Spin multiplicity ... 1

Number 1 is which compound? CH4BrClOP